Entry from the OMol25 dataset: C18H36NiO10S4 as an isolated structure at a distorted geometry (ωB97M-V/def2-TZVPD).

The geometry in XYZ format:
```
69
C18H36NiO10S4 (ωB97M-V/def2-TZVPD)
Ni -0.07363 -0.39308 -0.92991
O 0.88818 -1.64238 -2.27505
C -0.08101 -1.93448 -3.28959
C -1.65552 -1.36452 -3.11734
O -1.75188 -0.27864 -2.17387
H -0.08283 -3.02428 -3.26898
H 0.38678 -1.59721 -4.21454
H -2.13724 -2.19173 -2.59603
H -2.26102 -1.14145 -3.99581
C -3.92629 2.03784 2.26397
C -3.46220 0.77096 3.01042
C -1.95686 0.91611 3.31723
S -1.16312 1.79389 1.89417
O -0.72334 0.84854 0.84728
O -0.27984 2.82145 2.33302
C -2.80499 2.64319 1.43572
H -4.35883 2.68845 3.02405
H -4.72806 1.86245 1.54668
H -3.60407 -0.06876 2.33010
H -3.99770 0.63003 3.94930
H -1.48967 -0.05493 3.48131
H -1.70972 1.54104 4.17542
H -2.76268 2.38855 0.37672
H -2.77643 3.72630 1.31682
C -0.49927 -4.64829 2.40520
C -1.06978 -5.49461 1.26046
C -1.22254 -4.46599 0.20047
S -1.93877 -2.86329 0.86148
O -3.33176 -3.10125 0.75294
O -1.12797 -1.81621 0.22929
C -1.37469 -3.31713 2.54289
H 0.50941 -4.39834 2.07630
H -0.25559 -5.26574 3.26976
H -2.00486 -5.90042 1.64652
H -0.48107 -6.38293 1.03149
H -1.88500 -4.71090 -0.62976
H -0.27436 -4.20528 -0.26972
H -2.26884 -3.72203 3.01687
H -0.95000 -2.58851 3.23344
C 0.43557 2.82934 -5.29166
C 1.58990 3.65570 -4.94385
C 2.10218 3.07127 -3.57823
S 0.59513 2.84030 -2.51838
O 0.46248 4.18171 -1.89235
O 0.54496 1.54793 -1.75534
C -0.47230 2.78823 -4.03526
H 0.64574 1.78714 -5.53197
H -0.06872 3.09443 -6.22092
H 1.32142 4.70161 -4.79521
H 2.24708 3.55513 -5.80762
H 2.87162 3.53757 -2.96290
H 2.59303 2.14101 -3.86419
H -1.05698 3.70379 -3.94582
H -1.13059 1.93014 -3.89945
C 4.32341 1.37566 1.95719
C 4.46206 0.10079 2.73578
C 3.71370 -0.94382 1.92367
S 2.07560 -0.02034 1.63260
O 1.12261 -0.21715 2.66861
O 1.62353 -0.19984 0.21266
C 2.81711 1.64451 1.80684
H 4.84806 1.10280 1.04155
H 4.78771 2.29713 2.30850
H 3.92681 0.18987 3.68113
H 5.47964 -0.16507 3.02208
H 3.68564 -1.96326 2.30844
H 4.16347 -1.05837 0.93742
H 2.43988 2.07171 2.73597
H 2.53752 2.32395 1.00167
```

Calculated values
Frontier orbital gap (spin up / spin down), eV: 9.48 / 5.85
2S+1: 4
⟨S²⟩: 3.76
Charge: +1

And the natural (NBO) charges, in e, turn out to be: atom 1 (Ni): 1.582, atom 2 (O): -0.874, atom 3 (C): -0.086, atom 4 (C): -0.164, atom 5 (O): -0.435, atom 6 (H): 0.173, atom 7 (H): 0.186, atom 8 (H): 0.243, atom 9 (H): 0.201, atom 10 (C): -0.428, atom 11 (C): -0.406, atom 12 (C): -0.630, atom 13 (S): 2.128, atom 14 (O): -1.003, atom 15 (O): -0.925, atom 16 (C): -0.623, atom 17 (H): 0.226, atom 18 (H): 0.235, atom 19 (H): 0.214, atom 20 (H): 0.239, atom 21 (H): 0.250, atom 22 (H): 0.251, atom 23 (H): 0.234, atom 24 (H): 0.265, atom 25 (C): -0.389, atom 26 (C): -0.426, atom 27 (C): -0.636, atom 28 (S): 2.141, atom 29 (O): -0.889, atom 30 (O): -0.987, atom 31 (C): -0.668, atom 32 (H): 0.202, atom 33 (H): 0.242, atom 34 (H): 0.214, atom 35 (H): 0.245, atom 36 (H): 0.242, atom 37 (H): 0.240, atom 38 (H): 0.250, atom 39 (H): 0.264, atom 40 (C): -0.413, atom 41 (C): -0.412, atom 42 (C): -0.631, atom 43 (S): 2.061, atom 44 (O): -0.894, atom 45 (O): -0.976, atom 46 (C): -0.618, atom 47 (H): 0.215, atom 48 (H): 0.246, atom 49 (H): 0.226, atom 50 (H): 0.243, atom 51 (H): 0.257, atom 52 (H): 0.240, atom 53 (H): 0.250, atom 54 (H): 0.248, atom 55 (C): -0.411, atom 56 (C): -0.427, atom 57 (C): -0.591, atom 58 (S): 2.128, atom 59 (O): -0.937, atom 60 (O): -1.004, atom 61 (C): -0.641, atom 62 (H): 0.210, atom 63 (H): 0.242, atom 64 (H): 0.212, atom 65 (H): 0.248, atom 66 (H): 0.261, atom 67 (H): 0.240, atom 68 (H): 0.261, atom 69 (H): 0.271


Entry from the OMol25 dataset: a 6-piece molecular cluster, C18H36O18 overall at a distorted geometry (ωB97M-V/def2-TZVPD).

The geometry in XYZ format:
```
72
C18H36O18 (ωB97M-V/def2-TZVPD)
C -6.27372 -0.02482 -5.77269
O -6.08332 0.10942 -4.40320
C -5.68223 1.19731 -3.85879
O -5.36799 2.22357 -4.51324
O -5.70713 1.05314 -2.52626
C -5.41697 2.17570 -1.66008
H -5.45707 0.45379 -6.31315
H -7.19668 0.49191 -6.03580
H -6.43977 -1.01940 -6.18665
H -4.48303 1.97707 -1.13435
H -6.23313 2.44403 -0.98928
H -5.21141 3.06669 -2.25336
C 2.34652 9.85602 -2.04170
O 1.87071 11.02446 -2.74912
C 2.22875 11.08901 -4.10941
O 3.07389 10.41582 -4.67038
O 1.72507 12.16476 -4.65364
C 1.95119 12.48522 -6.02588
H 3.43190 9.77458 -1.98313
H 1.88673 8.97467 -2.48878
H 2.03497 9.83952 -0.99730
H 2.98983 12.27257 -6.27905
H 1.83737 13.54214 -6.26687
H 1.34831 11.80372 -6.62606
C 1.51242 -3.87723 7.54049
O 2.47959 -3.89404 8.56578
C 3.04706 -5.02186 8.93098
O 2.88216 -6.08344 8.35194
O 3.80098 -4.78084 9.99669
C 4.44829 -5.82207 10.69587
H 1.91845 -4.28134 6.61315
H 1.18496 -2.91882 7.13760
H 0.68209 -4.55131 7.75092
H 3.89885 -6.75722 10.58759
H 4.48696 -5.59464 11.76117
H 5.50367 -5.84652 10.42446
C 0.93457 -2.40539 0.67451
O 0.45624 -1.13787 0.26801
C 1.15614 -0.08709 0.59666
O 2.31664 -0.07093 1.16894
O 0.56526 0.89864 0.13819
C 1.10214 2.24492 0.06149
H 1.77501 -2.73730 0.06494
H 0.20080 -3.18945 0.48757
H 1.03748 -2.32147 1.75639
H 0.27601 2.95527 0.02990
H 1.65336 2.26645 -0.87862
H 1.73025 2.58279 0.88577
C 2.27809 -1.35614 -4.51245
O 3.36150 -0.50931 -4.24622
C 4.32862 -0.88682 -3.45660
O 4.26834 -1.84757 -2.72207
O 5.26750 -0.03288 -3.51171
C 6.46532 -0.27068 -2.75670
H 1.63949 -0.64024 -5.02992
H 1.72668 -1.66539 -3.62453
H 2.50707 -2.25969 -5.07749
H 6.97600 -1.21030 -2.96740
H 6.04982 -0.27613 -1.74901
H 7.24158 0.49163 -2.82305
C -5.75276 -7.14319 4.00997
O -5.83882 -6.94546 2.62578
C -4.77441 -6.57417 1.93023
O -3.63716 -6.52118 2.33326
O -5.15645 -6.09408 0.67291
C -4.24119 -5.55988 -0.18272
H -6.74840 -7.41313 4.36198
H -5.49433 -6.23777 4.55909
H -4.96763 -7.82283 4.34126
H -3.63108 -4.79728 0.30134
H -4.54858 -5.03897 -1.08950
H -3.54139 -6.34870 -0.45869
```

Calculated values
ΔE to the lowest compared entry with this formula, charge and spin, kcal per mole: 88.3
Frontier orbital gap, eV: 10.53
Structure (SMILES): COC(=O)OC.COC(=O)OC.COC(=O)OC.COC(=O)OC.COC(=O)OC.COC(=O)OC

And the Löwdin charges, in e, turn out to be: atom 1 (C): -0.048, atom 2 (O): 0.027, atom 3 (C): -0.590, atom 4 (O): 0.065, atom 5 (O): 0.005, atom 6 (C): -0.024, atom 7 (H): 0.099, atom 8 (H): 0.101, atom 9 (H): 0.097, atom 10 (H): 0.092, atom 11 (H): 0.093, atom 12 (H): 0.084, atom 13 (C): -0.056, atom 14 (O): -0.028, atom 15 (C): -0.558, atom 16 (O): 0.107, atom 17 (O): 0.003, atom 18 (C): -0.026, atom 19 (H): 0.092, atom 20 (H): 0.093, atom 21 (H): 0.086, atom 22 (H): 0.090, atom 23 (H): 0.097, atom 24 (H): 0.101, atom 25 (C): -0.054, atom 26 (O): 0.015, atom 27 (C): -0.607, atom 28 (O): 0.110, atom 29 (O): 0.007, atom 30 (C): -0.043, atom 31 (H): 0.091, atom 32 (H): 0.096, atom 33 (H): 0.100, atom 34 (H): 0.098, atom 35 (H): 0.090, atom 36 (H): 0.097, atom 37 (C): -0.034, atom 38 (O): 0.012, atom 39 (C): -0.649, atom 40 (O): 0.031, atom 41 (O): 0.043, atom 42 (C): 0.014, atom 43 (H): 0.103, atom 44 (H): 0.088, atom 45 (H): 0.103, atom 46 (H): 0.091, atom 47 (H): 0.101, atom 48 (H): 0.096, atom 49 (C): -0.049, atom 50 (O): 0.012, atom 51 (C): -0.694, atom 52 (O): 0.117, atom 53 (O): 0.037, atom 54 (C): -0.010, atom 55 (H): 0.099, atom 56 (H): 0.091, atom 57 (H): 0.102, atom 58 (H): 0.099, atom 59 (H): 0.101, atom 60 (H): 0.094, atom 61 (C): -0.057, atom 62 (O): 0.011, atom 63 (C): -0.532, atom 64 (O): 0.130, atom 65 (O): -0.019, atom 66 (C): -0.113, atom 67 (H): 0.099, atom 68 (H): 0.097, atom 69 (H): 0.098, atom 70 (H): 0.091, atom 71 (H): 0.097, atom 72 (H): 0.097


Entry from the OMol25 dataset: a 8-piece molecular cluster, C18H36O20S2 overall at a distorted geometry (ωB97M-V/def2-TZVPD).

The geometry in XYZ format:
```
76
C18H36O20S2 (ωB97M-V/def2-TZVPD)
O -26.65560 16.20453 0.70022
S -26.75016 17.47956 1.36215
O -26.27277 18.68697 0.74198
O -28.27128 17.70266 1.76136
C -28.98508 16.58655 2.32745
C -29.75689 17.09577 3.54477
C -25.96983 17.32002 3.01392
H -28.33087 15.76124 2.59682
H -29.70803 16.25320 1.58494
H -30.23502 16.24723 4.03162
H -30.55592 17.77693 3.24950
H -29.08133 17.63817 4.20489
H -24.95364 17.08453 2.72110
H -26.45561 16.48942 3.52190
H -26.12536 18.26652 3.51898
O -30.01172 9.40153 1.50204
S -28.71073 9.33076 2.09611
O -28.55165 9.38802 3.52688
O -27.99447 8.00503 1.51026
C -26.84408 7.52424 2.23210
C -26.12961 6.58059 1.27298
C -27.60181 10.59276 1.40606
H -27.10416 7.02116 3.16164
H -26.20558 8.37494 2.47608
H -26.07520 7.05508 0.29318
H -26.73585 5.69268 1.07589
H -25.17361 6.24675 1.66659
H -28.11745 11.54817 1.51291
H -27.38846 10.36103 0.36749
H -26.70597 10.63272 2.02142
O -23.28127 15.88648 1.52136
H -22.98730 16.31321 2.33280
H -22.81950 15.03331 1.52500
O -21.89230 13.74396 3.01205
H -20.93476 13.84014 3.07165
H -22.04589 12.78838 3.04332
C -25.21238 16.42520 -2.32806
C -23.80363 16.96666 -2.52676
O -23.02328 15.78364 -2.40108
C -23.78710 14.69020 -2.23949
O -23.36044 13.60098 -2.04883
O -25.10387 15.01259 -2.27250
H -25.89840 16.76334 -3.10438
H -25.64079 16.75378 -1.38146
H -23.52793 17.73359 -1.80752
H -23.70236 17.38238 -3.53135
C -25.76444 12.52821 6.09852
C -27.12131 11.88046 6.54041
O -28.02471 12.96099 6.32874
C -27.50508 13.87190 5.52390
O -28.07117 14.78772 4.99579
O -26.17797 13.68608 5.39226
H -25.22996 11.78863 5.50962
H -25.25329 12.78824 7.02343
H -27.09280 11.70960 7.61502
H -27.39214 10.97425 6.00119
C -31.56493 13.08089 4.48040
C -30.45793 11.99883 4.68330
O -29.62635 12.22872 3.55241
C -30.08929 13.16232 2.74337
O -29.57217 13.52925 1.73682
O -31.25402 13.64740 3.21652
H -31.48882 13.85280 5.24494
H -32.55032 12.61952 4.49759
H -30.71397 10.94352 4.56056
H -29.88511 12.17182 5.58752
C -25.86168 13.63780 2.16000
C -25.19048 13.33033 0.80312
O -24.28116 12.28652 1.11444
C -24.42343 11.89060 2.38495
O -23.76978 11.05640 2.92394
O -25.41203 12.58797 2.98347
H -26.94234 13.60840 2.01420
H -25.57977 14.62596 2.51656
H -24.77844 14.23541 0.36612
H -25.94050 12.97668 0.09352
```

Calculated values
ΔE to the lowest compared entry with this formula, charge and spin, kcal per mole: 0.0
Frontier orbital gap, eV: 11.04
Structure (SMILES): CCOS(C)(=O)=O.CCOS(C)(=O)=O.O=C1OCCO1.O=C1OCCO1.O=C1OCCO1.O=C1OCCO1.O.O

And the Löwdin charges, in e, turn out to be: atom 1 (O): -0.278, atom 2 (S): 0.609, atom 3 (O): -0.275, atom 4 (O): -0.250, atom 5 (C): -0.262, atom 6 (C): -0.053, atom 7 (C): -0.074, atom 8 (H): 0.078, atom 9 (H): 0.124, atom 10 (H): 0.064, atom 11 (H): 0.080, atom 12 (H): 0.080, atom 13 (H): 0.035, atom 14 (H): 0.046, atom 15 (H): 0.075, atom 16 (O): -0.262, atom 17 (S): 0.613, atom 18 (O): -0.297, atom 19 (O): -0.264, atom 20 (C): -0.266, atom 21 (C): -0.061, atom 22 (C): -0.079, atom 23 (H): 0.120, atom 24 (H): 0.107, atom 25 (H): 0.082, atom 26 (H): 0.079, atom 27 (H): 0.081, atom 28 (H): 0.047, atom 29 (H): 0.085, atom 30 (H): 0.053, atom 31 (O): -0.055, atom 32 (H): 0.037, atom 33 (H): 0.022, atom 34 (O): -0.038, atom 35 (H): 0.056, atom 36 (H): 0.037, atom 37 (C): -0.122, atom 38 (C): -0.101, atom 39 (O): 0.067, atom 40 (C): -0.583, atom 41 (O): 0.163, atom 42 (O): 0.064, atom 43 (H): 0.132, atom 44 (H): 0.093, atom 45 (H): 0.131, atom 46 (H): 0.126, atom 47 (C): -0.086, atom 48 (C): -0.072, atom 49 (O): 0.043, atom 50 (C): -0.565, atom 51 (O): 0.154, atom 52 (O): 0.061, atom 53 (H): 0.123, atom 54 (H): 0.129, atom 55 (H): 0.129, atom 56 (H): 0.130, atom 57 (C): -0.082, atom 58 (C): -0.073, atom 59 (O): 0.032, atom 60 (C): -0.591, atom 61 (O): 0.151, atom 62 (O): 0.066, atom 63 (H): 0.127, atom 64 (H): 0.128, atom 65 (H): 0.132, atom 66 (H): 0.107, atom 67 (C): -0.115, atom 68 (C): -0.102, atom 69 (O): 0.088, atom 70 (C): -0.608, atom 71 (O): 0.146, atom 72 (O): 0.036, atom 73 (H): 0.113, atom 74 (H): 0.101, atom 75 (H): 0.096, atom 76 (H): 0.135